Molecular formula: C9H18AsS8W
Method: DFT, ωB97M-V/def2-TZVPD

Calculated values
HOMO energy (alpha / beta) (Eh): -0.370 / -0.371
2S+1: 1
Orbital gap (alpha / beta) (eV): 5.93 / 5.95
Net charge: +1
Lowest unoccupied orbital energy (alpha / beta) (eV): -4.133 / -4.145

```
37
Properties=species:S:1:pos:R:3:nbo_charge:R:1
W -0.20 -1.26 0.15 0.05
C -0.96 0.92 2.95 -0.54
C -1.32 1.84 1.78 -0.51
S -1.80 0.69 0.40 0.41
C -1.91 1.77 -1.03 -0.54
C -1.92 0.81 -2.28 -0.56
S -0.65 -0.44 -2.28 0.49
C 0.81 0.57 -2.75 -0.54
C 1.76 1.02 -1.69 -0.53
S 2.03 -0.04 -0.21 0.41
C 2.04 1.27 1.06 -0.54
C 1.82 0.62 2.47 -0.50
S 0.26 -0.42 2.58 0.42
H -1.88 0.43 3.30 0.26
H -0.46 1.37 3.81 0.25
H -0.54 2.54 1.48 0.22
H -2.22 2.38 2.01 0.25
H -1.05 2.46 -1.05 0.22
H -2.87 2.32 -0.95 0.26
H -1.83 1.46 -3.13 0.25
H -2.86 0.33 -2.34 0.26
H 0.42 1.45 -3.32 0.25
H 1.31 -0.06 -3.41 0.25
H 1.39 1.99 -1.33 0.22
H 2.75 1.16 -2.13 0.26
H 1.18 1.90 0.79 0.22
H 3.01 1.77 1.09 0.26
H 1.71 1.30 3.31 0.25
H 2.58 -0.08 2.78 0.26
S -0.93 -5.73 -1.73 -0.45
As -1.36 -4.82 0.10 0.88
S -1.96 -2.62 -0.22 -0.20
S 1.05 -3.21 0.91 0.01
S -2.11 -5.39 1.95 -0.44
C 1.32 -2.64 -0.75 -0.73
H 2.33 -2.29 -0.80 0.21
H 1.05 -3.37 -1.52 0.25
```

Molecular formula: C19H34F13IO11P2S
Method: DFT, ωB97M-V/def2-TZVPD

Calculated values
HOMO energy (Eh): -0.372
2S+1: 1
Orbital gap (eV): 8.14
Net charge: 0
Lowest unoccupied orbital energy (eV): -1.975

```
81
Properties=species:S:1:pos:R:3:lowdin_charge:R:1
O 4.98 -4.36 -0.34 0.10
C 5.60 -4.86 -1.29 -0.59
O 5.59 -6.28 -1.39 -0.57
I 4.48 -6.87 -2.98 1.01
O 6.31 -4.05 -2.23 -0.06
C 5.34 -3.13 -2.84 -0.16
C 5.25 -1.73 -2.04 -0.02
C 3.96 -0.87 -2.39 -0.29
F 3.39 -1.41 -3.57 0.06
F 4.44 0.44 -2.76 0.04
C 2.94 -0.63 -1.19 -0.19
F 3.58 -0.61 0.08 0.09
F 2.37 0.68 -1.32 0.08
C 1.78 -1.77 -1.06 -0.22
F 1.46 -1.77 0.33 0.06
F 2.40 -2.98 -1.42 0.10
C 0.45 -1.41 -1.84 -0.29
F 0.65 -0.73 -3.08 0.07
F -0.24 -0.45 -1.04 0.06
S -0.76 -2.80 -2.18 0.99
F -0.31 -3.68 -0.86 -0.14
F 0.26 -3.59 -3.23 -0.15
F -1.38 -1.92 -3.49 -0.18
F -1.94 -2.02 -1.25 -0.19
F -1.91 -3.96 -2.51 -0.16
H 5.73 -2.92 -3.91 0.15
H 4.32 -3.64 -2.91 0.10
H 6.17 -1.13 -2.39 0.15
H 5.41 -1.93 -0.94 0.13
O 0.78 -2.75 5.98 -0.25
P -0.25 -1.62 6.07 0.71
O 0.63 -0.46 5.25 -0.22
C 1.25 -0.77 4.00 -0.29
C 0.36 -0.41 2.83 -0.07
O 0.13 -1.14 7.62 -0.23
C 0.73 -2.06 8.52 -0.30
C 2.25 -1.93 8.49 -0.08
O -1.51 -0.47 6.19 -0.20
C -2.29 -0.10 5.07 -0.30
C -2.96 -1.28 4.39 -0.08
H 1.54 -1.82 3.94 0.10
H 2.17 -0.18 3.95 0.12
H -0.54 -1.02 2.82 0.07
H 0.89 -0.57 1.88 0.05
H 0.06 0.64 2.88 0.08
H 0.41 -3.08 8.31 0.10
H 0.37 -1.82 9.53 0.12
H 2.64 -1.88 7.47 0.07
H 2.72 -2.76 9.01 0.08
H 2.56 -1.00 8.97 0.07
H -1.68 0.48 4.37 0.09
H -3.06 0.58 5.43 0.13
H -2.24 -2.07 4.15 0.06
H -3.46 -0.96 3.48 0.08
H -3.71 -1.73 5.06 0.08
O -2.60 5.67 -3.45 -0.25
P -3.43 4.39 -3.37 0.71
O -2.32 3.37 -4.08 -0.22
C -0.96 3.37 -3.68 -0.29
C -0.68 2.32 -2.62 -0.08
O -4.38 4.68 -4.69 -0.23
C -4.60 6.02 -5.13 -0.30
C -3.59 6.39 -6.21 -0.08
O -4.43 3.02 -3.14 -0.20
C -4.13 2.02 -2.19 -0.30
C -3.97 2.56 -0.78 -0.08
H -0.64 4.35 -3.33 0.10
H -0.36 3.15 -4.57 0.12
H -1.22 2.55 -1.70 0.07
H 0.38 2.28 -2.39 0.08
H -1.00 1.33 -2.96 0.06
H -4.57 6.71 -4.29 0.10
H -5.61 6.07 -5.55 0.12
H -2.57 6.10 -5.94 0.07
H -3.61 7.47 -6.40 0.08
H -3.83 5.88 -7.14 0.07
H -3.25 1.46 -2.51 0.10
H -4.96 1.31 -2.20 0.13
H -3.25 3.39 -0.74 0.06
H -3.63 1.77 -0.11 0.08
H -4.92 2.94 -0.41 0.08
```

Molecular formula: C23H28BiN4Te
Method: DFT, ωB97M-V/def2-TZVPD

Calculated values
HOMO energy (Eh): -0.618
2S+1: 1
Orbital gap (eV): 6.36
Net charge: +3
Lowest unoccupied orbital energy (eV): -10.455

```
57
Properties=species:S:1:pos:R:3:nbo_charge:R:1
Bi 1.41 0.04 0.84 1.69
C 0.55 -1.94 -1.62 -0.26
C 1.81 -2.63 -1.11 -0.25
N 2.69 -1.63 -0.49 -0.66
C 3.62 -2.25 0.47 -0.29
C 2.90 -2.66 1.73 0.22
C 3.34 -3.69 2.55 -0.21
C 2.65 -3.96 3.73 -0.06
C 1.53 -3.20 4.05 -0.21
C 1.14 -2.20 3.18 0.22
C -0.01 -1.28 3.48 -0.29
N -0.45 -0.51 2.31 -0.66
C -1.49 -1.17 1.49 -0.25
C -0.90 -2.05 0.40 -0.26
N -0.11 -1.22 -0.51 -0.66
N 1.81 -1.95 2.05 -0.60
H -0.12 -2.68 -2.05 0.26
H 0.81 -1.21 -2.40 0.24
H 2.31 -3.14 -1.93 0.26
H 1.55 -3.37 -0.35 0.22
H 3.22 -1.14 -1.20 0.43
H 4.40 -1.53 0.74 0.26
H 4.11 -3.12 0.02 0.26
H 4.21 -4.27 2.29 0.27
H 2.98 -4.74 4.39 0.27
H 0.98 -3.37 4.96 0.27
H 0.32 -0.59 4.26 0.26
H -0.84 -1.86 3.91 0.26
H -0.82 0.38 2.64 0.43
H -2.10 -0.38 1.02 0.24
H -2.16 -1.76 2.12 0.26
H -1.71 -2.55 -0.14 0.26
H -0.26 -2.83 0.83 0.22
H -0.73 -0.53 -0.93 0.44
Te -0.27 2.39 0.18 0.47
C -2.33 3.20 0.02 -0.16
C -2.43 4.55 0.31 -0.26
C -3.65 5.19 0.13 -0.16
C -4.75 4.48 -0.34 -0.15
C -4.63 3.12 -0.62 -0.20
C -3.41 2.47 -0.44 -0.21
C 0.14 2.31 -1.95 -0.23
C -0.58 1.45 -2.77 -0.32
C -0.31 1.42 -4.13 -0.13
C 0.66 2.25 -4.66 -0.18
C 1.35 3.13 -3.85 -0.17
C 1.09 3.17 -2.49 -0.25
H -1.58 5.11 0.66 0.24
H -3.73 6.24 0.34 0.25
H -5.69 4.98 -0.50 0.25
H -5.47 2.57 -0.99 0.25
H -3.34 1.42 -0.67 0.20
H -1.39 0.85 -2.36 0.20
H -0.87 0.76 -4.77 0.23
H 0.86 2.24 -5.72 0.25
H 2.08 3.80 -4.26 0.25
H 1.59 3.89 -1.86 0.24
```

Molecular formula: C21H21ClN2PSm
Method: DFT, ωB97M-V/def2-TZVPD

Calculated values
HOMO energy (alpha / beta) (Eh): -0.547 / -0.541
2S+1: 6
Orbital gap (alpha / beta) (eV): 7.29 / 7.85
Net charge: +2
Lowest unoccupied orbital energy (alpha / beta) (eV): -7.591 / -6.877

```
47
Properties=species:S:1:pos:R:3:lowdin_spin:R:1
Sm 2.30 -1.11 1.09 5.17
Cl 4.03 -2.37 1.71 -0.06
P -0.01 -0.58 0.35 -0.05
C -0.16 0.30 -1.16 -0.01
C -1.17 1.24 -1.33 0.00
C -1.32 1.88 -2.56 0.00
C -0.46 1.58 -3.62 0.00
C 0.56 0.64 -3.44 0.00
C 0.72 0.02 -2.21 0.00
C -0.48 -2.33 0.00 -0.01
C -0.29 -3.29 0.99 0.00
C -0.66 -4.62 0.75 0.00
C -1.22 -4.97 -0.47 0.00
C -1.41 -4.00 -1.46 0.00
C -1.04 -2.68 -1.23 0.00
C -1.10 -0.06 1.63 -0.01
C -0.63 0.32 2.89 0.00
C -1.53 0.71 3.88 0.00
C -2.90 0.70 3.62 0.00
C -3.37 0.30 2.36 0.00
C -2.46 -0.09 1.37 0.00
H 0.15 -3.01 1.96 0.00
H -0.50 -5.37 1.53 0.00
H -1.51 -6.00 -0.66 0.00
H -1.86 -4.28 -2.41 0.00
H -1.18 -1.93 -2.00 0.00
H -1.83 1.50 -0.51 0.00
H -2.10 2.62 -2.69 0.00
H -0.59 2.07 -4.58 0.00
H 1.24 0.41 -4.26 0.00
H 1.53 -0.70 -2.05 0.00
H 0.45 0.29 3.09 0.00
H -1.16 1.00 4.86 0.00
H -3.61 1.00 4.39 0.00
H -4.44 0.27 2.16 0.00
H -2.84 -0.44 0.41 0.00
H -2.31 6.54 -0.76 0.00
H -2.51 6.52 -0.04 0.00
N 4.45 2.22 -1.01 0.00
C 4.14 2.90 0.18 0.00
C 3.44 2.05 0.97 0.00
N 3.29 0.83 0.30 -0.01
C 3.92 0.98 -0.89 0.00
H 4.98 2.60 -1.80 0.00
H 4.44 3.89 0.37 0.00
H 3.03 2.22 1.94 0.00
H 3.98 0.23 -1.63 0.00
```

Molecular formula: C7H17N2O
Method: DFT, ωB97M-V/def2-TZVPD

Calculated values
HOMO energy (Eh): -0.514
SMILES: CN[C@](C=O)([NH2+]C)C(C)C
2S+1: 1
Orbital gap (eV): 10.68
Net charge: +1
Lowest unoccupied orbital energy (eV): -3.318

```
27
Properties=species:S:1:pos:R:3:nbo_charge:R:1
C 2.20 0.35 1.26 -0.42
N 0.91 -0.44 1.19 -0.63
C -0.11 -0.35 0.23 0.20
C -1.30 -1.30 0.78 0.44
O -2.04 -1.87 0.05 -0.49
N 0.08 -0.90 -1.22 -0.57
C 1.24 -1.72 -1.70 -0.44
C -0.61 1.09 0.05 -0.24
C -1.23 1.49 1.38 -0.60
C -1.53 1.40 -1.17 -0.66
H 2.81 0.49 0.36 0.19
H 2.03 1.36 1.55 0.21
H 2.81 -0.15 2.00 0.24
H 1.04 -1.40 1.38 0.38
H -1.03 -1.45 1.86 0.15
H -0.07 0.04 -1.75 0.45
H -0.74 -1.39 -1.50 0.44
H 1.31 -2.82 -1.32 0.25
H 1.09 -1.89 -2.79 0.25
H 2.16 -1.09 -1.36 0.24
H 0.39 1.60 0.07 0.21
H -2.17 0.88 1.36 0.20
H -0.60 1.05 2.15 0.23
H -1.40 2.57 1.34 0.24
H -2.25 0.59 -1.30 0.23
H -0.80 1.59 -1.93 0.21
H -2.21 2.28 -1.00 0.27
```

Molecular formula: H6N4S2
Method: DFT, ωB97M-V/def2-TZVPD

Calculated values
HOMO energy (alpha / beta) (Eh): -0.298 / -0.298
2S+1: 1
Orbital gap (alpha / beta) (eV): 6.98 / 6.90
Net charge: 0
Lowest unoccupied orbital energy (alpha / beta) (eV): -1.132 / -1.201

```
12
Properties=species:S:1:pos:R:3:nbo_charge:R:1
N -1.18 -0.59 -0.38 -0.71
N -0.27 -1.56 0.02 -0.70
N 2.27 -0.39 0.51 0.01
N 1.76 0.50 1.00 -0.15
S 0.96 2.36 0.04 -0.34
S 1.09 0.65 2.65 0.19
H -2.10 -1.00 -0.56 0.36
H -0.68 0.11 -0.85 0.39
H 0.21 -2.08 -0.73 0.33
H -0.64 -2.27 0.66 0.35
H 1.67 2.36 -1.15 0.13
H 1.23 1.98 2.78 0.14
```